Record 1
# C43H56N5P2W

A molecular structure, C43H56N5P2W at a distorted geometry (ωB97M-V with the def2-TZVPD basis set, OMol25).

```
107
Properties=species:S:1:pos:R:3:forces:R:3
W 2.6912 -16.8346 9.7128 -0.67 1.60 -0.86
C 3.4843 -19.2577 11.6199 -2.26 -0.80 1.38
C 4.8230 -18.6483 11.9544 1.88 0.82 -1.35
C 4.9901 -17.2777 12.8123 0.98 -0.02 -1.34
C 5.9754 -17.6258 13.8949 0.22 0.54 -0.69
C 7.0862 -17.0190 14.3131 -0.37 0.12 -0.08
C 7.6452 -15.7385 13.9284 0.84 0.50 0.65
C 7.1865 -14.7677 13.1307 -1.35 -0.95 -0.96
N 5.9979 -14.8997 12.3226 1.51 -0.18 1.59
N 2.6822 -18.9875 10.3390 0.92 0.64 0.41
C 1.3154 -19.5241 10.4691 -0.71 -0.97 0.06
C 0.2779 -18.6645 9.7681 -1.34 0.33 0.81
C -0.9930 -19.1787 9.4972 0.12 0.91 -0.32
C -1.9910 -18.3474 8.9482 0.02 -0.66 -0.09
C -1.7013 -16.9948 8.8174 -0.73 -0.02 0.17
C -0.4740 -16.5190 9.1889 0.11 -1.33 0.30
N 0.5057 -17.3387 9.6129 1.43 -0.07 0.40
C 3.3697 -19.6340 9.2187 0.32 -0.30 -1.20
C 4.6743 -18.9355 8.8751 -0.47 -1.45 0.71
C 5.8229 -19.6139 8.4995 -0.15 -0.39 -0.52
C 6.9581 -18.9016 8.1171 -0.85 -1.11 0.06
C 6.8818 -17.5438 8.2303 0.87 1.70 -0.07
C 5.7337 -16.9314 8.6716 -0.51 0.02 1.23
N 4.6204 -17.6134 9.0336 0.55 0.46 -0.66
H 2.7813 -19.0597 12.4804 0.52 0.36 -0.90
H 3.4732 -20.3581 11.6982 0.68 0.15 -0.32
H 5.5387 -18.5845 11.0383 -1.33 -0.04 1.64
H 5.3235 -19.4268 12.5261 -0.12 -0.02 0.25
H 5.7992 -18.5758 14.2879 -0.35 -1.42 0.95
H 7.6094 -17.5493 15.1085 0.10 0.19 -0.24
H 8.5643 -15.4859 14.4575 -0.17 -0.05 -0.17
H 7.7465 -13.8399 13.0298 -0.34 -0.10 -0.02
H 1.1211 -19.5746 11.5705 -0.30 0.04 -0.97
H 1.1903 -20.5780 10.0464 0.55 1.20 0.70
H -1.1701 -20.2067 9.7178 -0.24 -0.61 -0.10
H -2.9608 -18.7610 8.5859 0.86 0.35 0.62
H -2.4278 -16.2588 8.4919 -0.09 -0.27 -0.13
H -0.2888 -15.4863 9.1588 0.45 1.10 -0.08
H 2.7416 -19.5402 8.3249 -0.20 0.08 0.01
H 3.4493 -20.7112 9.3712 0.39 -0.03 0.23
H 5.8325 -20.7047 8.4459 -0.18 0.35 0.06
H 7.8059 -19.4511 7.7324 0.25 0.25 0.17
H 7.7353 -16.8846 8.0486 -0.23 -0.36 -0.14
H 5.6967 -15.8888 8.9366 0.22 0.30 -0.36
C 0.5294 -16.4929 14.2991 1.90 -0.12 1.91
C 0.7729 -16.2711 12.8248 0.01 0.58 0.78
C -0.1084 -15.1037 12.4231 0.92 0.25 -0.29
P 2.5157 -16.0535 12.1497 -0.03 -0.23 0.74
C 3.7079 -16.7428 13.4122 -0.06 2.22 0.33
C 3.9609 -15.8450 14.7051 0.17 0.08 -1.17
C 5.6459 -16.2390 11.8270 0.24 0.92 0.43
C 2.8620 -14.2982 11.9110 -0.89 -1.78 0.85
C 2.9073 -13.4325 12.9589 1.36 2.80 0.29
C 3.2868 -12.0802 12.6552 -0.32 -1.39 0.86
C 3.6681 -11.7556 11.3738 -0.15 -0.66 -0.65
C 3.5719 -12.6800 10.3074 0.52 0.62 0.33
C 3.0714 -13.9273 10.6046 -0.36 0.44 -1.44
N 2.6261 -14.8201 9.5607 -0.57 -1.42 -1.14
C 1.7099 -14.2529 8.5240 0.69 0.46 1.16
C 1.0188 -13.0674 8.7919 -0.61 -0.48 -0.81
C 0.0024 -12.6458 7.9528 0.68 0.17 0.12
C -0.3349 -13.3880 6.8510 -1.62 1.63 -1.90
C 0.3481 -14.5175 6.5301 1.71 -0.92 -0.50
C 1.4432 -14.9380 7.3407 -0.91 -1.12 -0.40
P 2.3705 -16.5240 7.1224 -0.24 0.41 -0.62
C 3.9140 -16.0035 6.2807 1.48 0.61 1.08
C 3.7934 -14.8241 5.3083 -2.66 -0.57 -0.68
C 4.6845 -17.1488 5.6425 -0.07 -1.43 -0.34
C 1.5856 -17.7409 5.9151 -0.79 1.25 0.81
C 1.5006 -17.2644 4.4626 -0.87 -0.28 0.00
C 0.2197 -18.2029 6.4126 -0.43 0.54 0.69
H -0.5084 -16.7071 14.5566 -0.09 0.20 -0.42
H 0.8409 -15.5646 14.8559 -0.42 -0.95 -0.30
H 1.1052 -17.3540 14.7456 -0.40 0.84 -0.45
H 0.4178 -17.1351 12.3315 -0.35 -1.15 -0.88
H 0.1155 -14.2290 13.0690 -0.17 -0.34 -0.73
H -1.1341 -15.3921 12.5602 -0.54 0.01 0.00
H 0.0975 -14.9347 11.3662 -0.37 0.77 -0.08
H 3.0860 -17.4895 13.7918 -0.79 -1.81 0.64
H 4.7418 -15.0776 14.5285 -0.21 -0.80 0.17
H 4.2256 -16.5647 15.4850 0.14 0.50 0.01
H 3.0810 -15.2800 15.0028 -0.22 -0.45 0.13
H 5.9303 -14.0846 11.7322 -0.52 -0.46 -0.47
H 4.9899 -16.0629 10.9931 -0.64 0.10 -0.37
H 6.5163 -16.7090 11.3861 0.46 -0.30 0.07
H 2.8481 -13.6937 14.0155 -0.42 -0.08 -0.59
H 3.3548 -11.3517 13.4667 -0.06 -0.20 -0.36
H 4.0111 -10.7684 11.1884 0.34 0.69 -0.27
H 3.9189 -12.4450 9.2891 -0.47 0.11 0.55
H 1.2084 -12.4293 9.5998 0.56 0.44 1.21
H -0.4151 -11.6638 8.0658 -0.34 0.16 0.37
H -1.0460 -12.9218 6.0909 0.77 -0.98 1.24
H 0.1527 -14.9510 5.5423 0.13 -0.20 0.67
H 4.5460 -15.6076 7.1417 -0.73 -0.37 -0.92
H 3.0329 -15.0505 4.4660 1.13 0.45 1.39
H 4.7111 -14.6342 4.8060 0.91 0.24 -0.15
H 3.4353 -13.9499 5.8642 0.21 0.01 -0.42
H 4.2921 -17.3729 4.6495 0.18 0.29 -0.10
H 4.6686 -18.1599 6.1036 -0.26 0.65 0.41
H 5.7416 -16.9316 5.5437 0.12 0.37 -0.15
H 2.2518 -18.5761 6.0151 0.65 -0.49 -0.20
H 0.8932 -16.3924 4.2677 -0.19 0.55 0.64
H 0.9342 -17.9876 3.8643 0.64 -0.40 0.07
H 2.4496 -17.0274 4.0467 0.65 -0.28 -0.54
H -0.5526 -17.4757 6.1145 0.20 -0.27 0.22
H 0.1248 -18.4070 7.5056 0.43 0.35 -1.17
H -0.0071 -19.1323 5.9387 -0.31 -0.66 -0.52
```
Forces are in eV/Å.

Calculated values
Electronic energy in eV: -73328.55816
Lowest unoccupied orbital energy (spin up / spin down) in Ha: -0.3454 / -0.3446
Total charge: +3
2S+1: 3
Kohn-Sham gap (spin up / spin down) in Ha: 0.185 / 0.186
Energy relative to the best compared isomer or geometry (same formula, charge and spin) in kcal/mol: 1.0
Expectation value of S²: 2.09
Highest occupied orbital energy (spin up / spin down) in eV: -14.437 / -14.437


Record 2
# C2H8NS

2 unconnected molecules or ions with the total composition C2H8NS at a distorted geometry (ωB97M-V with the def2-TZVPD basis set, OMol25).

```
12
Properties=species:S:1:pos:R:3:forces:R:3
N -0.9585 2.1501 -3.0319 -0.27 -0.03 0.24
H -0.3252 2.3554 -2.2556 -0.11 -0.20 -0.15
H -1.6797 1.5726 -2.5920 0.26 0.21 -0.06
H -0.4492 1.4936 -3.6116 0.14 -0.02 0.01
C 0.0609 -0.9507 2.1879 0.95 -0.92 -1.30
C 0.7043 -1.0256 0.7728 0.15 -0.49 0.63
S 0.7657 0.5592 -0.0722 -0.17 0.20 -0.32
H -1.0028 -0.8230 2.0555 -0.31 0.44 0.47
H 0.6030 -0.1797 2.7190 -0.48 0.49 0.20
H 0.2808 -1.8927 2.7009 -0.30 -0.18 0.17
H 0.2933 -1.8636 0.1852 -0.53 0.40 0.02
H 1.7075 -1.3955 0.9420 0.68 0.09 0.09
```
Forces are in eV/Å.

Calculated values
Electronic energy in eV: -14529.83571
Lowest unoccupied orbital energy in Ha: 0.1622
Total charge: -1
2S+1: 1
Kohn-Sham gap in Ha: 0.247
Energy relative to the best compared isomer or geometry (same formula, charge and spin) in kcal/mol: 5.9
Highest occupied orbital energy in eV: -2.314


Record 3
# C15H17BF24NO5

4 unconnected molecules or ions with the total composition C15H17BF24NO5 at a distorted geometry (ωB97M-V with the def2-TZVPD basis set, OMol25).

```
63
Properties=species:S:1:pos:R:3:forces:R:3
N -2.1353 -5.5389 -1.6377 0.23 0.11 -0.67
B -0.8138 -5.9484 -0.9804 3.01 -1.72 1.69
O -0.4181 -7.2942 -1.1591 -0.76 2.59 -0.49
O 0.0135 -5.1125 -0.2663 -2.29 -0.78 -1.01
H -2.9691 -5.8233 -1.1082 0.08 0.43 0.03
H -2.1877 -6.0536 -2.5281 -0.18 0.18 0.17
H -2.1190 -4.5367 -1.8588 -0.68 -0.06 0.18
H -0.1457 -7.3444 -2.0884 0.15 -0.85 0.06
H -0.4162 -4.2884 0.0042 0.38 0.24 0.08
C -3.7795 -1.6226 2.2770 0.43 0.38 0.47
C -5.2782 -1.7761 2.6356 0.10 0.61 -0.72
C -5.8384 -3.1966 2.7700 -0.52 -0.34 0.64
F -5.7607 -3.9049 1.6238 0.32 0.10 -0.39
F -7.1470 -3.1425 3.0948 0.12 0.28 0.03
F -6.0104 -1.0560 1.7598 -0.08 -0.22 -0.18
F -5.4409 -1.1848 3.8442 0.17 -0.32 0.21
O -3.4266 -1.3349 0.9019 -0.71 -1.78 -0.83
C -3.3028 -2.4156 0.0144 -0.36 1.46 1.79
C -4.3331 -2.3519 -1.1171 -0.54 0.59 -0.28
F -5.5823 -2.3673 -0.6562 0.08 -0.16 0.28
F -4.1816 -3.4464 -1.9210 0.40 -0.31 -0.05
F -3.3235 -3.5866 0.6755 -0.04 -0.44 -0.35
F -2.0647 -2.3410 -0.5492 0.10 -0.32 -0.58
H -3.4469 -0.7310 2.8083 -0.17 0.03 -0.15
H -3.1755 -2.4322 2.6866 -0.14 -0.15 -0.16
H -5.3197 -3.7484 3.5589 0.13 0.09 -0.01
H -4.2048 -1.4478 -1.7153 0.27 -0.03 0.01
C 0.7933 2.4075 0.3843 -0.16 0.03 -0.34
C -0.1927 3.2976 1.1801 -0.36 -0.69 -0.63
C 0.0554 3.4752 2.6817 0.04 0.64 0.45
F -0.0155 2.3219 3.3680 0.03 -0.48 -0.22
F -0.8908 4.2895 3.2080 -0.03 0.06 -0.30
F -1.4561 2.8622 0.9573 -0.05 -0.06 0.24
F -0.1161 4.5379 0.6271 0.28 0.10 0.21
O 0.3903 1.0539 0.0935 -0.44 -0.28 1.07
C 0.6090 0.0235 1.0115 0.83 1.49 -0.86
C -0.7018 -0.5922 1.5049 0.10 0.22 0.34
F -1.4810 0.3197 2.1112 0.15 0.28 0.07
F -0.4574 -1.5728 2.4169 0.20 -0.15 -0.09
F 1.4031 0.4351 2.0054 -0.20 -0.11 0.42
F 1.2991 -0.9341 0.3510 -0.29 -0.42 -0.04
H 0.8656 2.8642 -0.6035 -0.19 -0.04 0.07
H 1.7933 2.4526 0.7830 -0.14 -0.04 0.46
H 1.0314 3.9331 2.8646 0.05 -0.03 -0.15
H -1.2535 -1.0126 0.6891 0.14 0.06 -0.33
C 5.2208 4.6612 -1.1428 0.40 0.59 -0.13
C 4.0991 3.6982 -0.6797 0.00 0.49 -0.88
C 4.4852 2.2528 -0.3456 0.09 -0.43 0.47
F 4.9834 1.5858 -1.3912 0.13 0.21 -0.43
F 3.3769 1.5616 0.0541 0.35 0.12 -0.08
F 3.0972 3.7236 -1.5866 0.00 -0.25 -0.03
F 3.5855 4.2313 0.4684 0.18 -0.18 0.25
O 5.3666 4.9248 -2.5465 -0.29 -1.15 -0.01
C 6.1404 4.0849 -3.3613 0.10 0.97 1.18
C 5.3045 3.3979 -4.4458 -0.29 -0.09 -0.53
F 4.3249 2.6407 -3.9158 -0.03 -0.01 0.38
F 6.0842 2.5799 -5.1846 0.24 0.11 0.11
F 6.8455 3.2240 -2.6147 -0.14 -0.48 -0.03
F 7.0422 4.8780 -3.9642 -0.10 0.01 -0.37
H 4.9403 5.6345 -0.7368 -0.16 -0.10 -0.08
H 6.1789 4.4297 -0.6769 -0.03 -0.33 -0.09
H 5.2127 2.2193 0.4698 -0.03 0.15 0.03
H 4.8438 4.1371 -5.1035 0.12 0.15 0.08
```
Forces are in eV/Å.

Calculated values
Electronic energy in eV: -93450.43062
Lowest unoccupied orbital energy in Ha: -0.1456
Total charge: +1
2S+1: 1
Kohn-Sham gap in Ha: 0.348
Highest occupied orbital energy in eV: -13.417


Record 4
# C5H9NO2

2 unconnected molecules or ions with the total composition C5H9NO2 at a distorted geometry (ωB97M-V with the def2-TZVPD basis set, OMol25).

```
17
Properties=species:S:1:pos:R:3:forces:R:3
C 2.9863 -0.3788 -0.0466 -0.43 1.26 -0.41
N 2.8785 0.8453 0.3883 0.11 -0.10 -0.29
C -0.2762 1.2313 -0.0171 -0.86 0.29 0.72
C -0.4802 -0.2726 0.1799 0.88 0.61 1.10
C -1.7033 -0.8528 0.4966 0.14 -0.03 0.55
C -3.0217 -0.3276 0.1115 -0.77 -0.85 -0.60
O -3.1410 0.6259 -0.5982 -0.04 0.92 -0.44
O 2.0331 -1.0320 -0.5584 -0.43 -1.13 -0.13
H 3.9669 -0.8906 -0.0517 0.06 -0.06 0.04
H 3.7932 1.2572 0.5194 0.18 -0.16 0.45
H -1.0047 1.6920 -0.6737 0.28 -0.02 -0.34
H 0.7681 1.4403 -0.2194 0.18 -0.24 -0.29
H -0.4824 1.6388 0.9808 0.06 0.13 -0.06
H 0.3000 -0.6635 0.8301 0.03 -0.16 -0.30
H -0.2369 -0.7705 -0.8211 0.51 -0.22 -0.17
H -1.7048 -1.7186 1.1564 -0.03 -0.16 -0.24
H -3.9202 -0.8946 0.4025 0.13 -0.07 0.40
```
Forces are in eV/Å.

Calculated values
Electronic energy in eV: -10910.17874
Lowest unoccupied orbital energy in Ha: -0.1475
2S+1: 1
Kohn-Sham gap in Ha: 0.140
Energy relative to the best compared isomer or geometry (same formula, charge and spin) in kcal/mol: 147.5
Highest occupied orbital energy in eV: -7.835


Record 5
# C31H25BN8O6Pb

A molecular structure, C31H25BN8O6Pb (ωB97M-V with the def2-TZVPD basis set, OMol25).

```
72
Properties=species:S:1:pos:R:3:forces:R:3
Pb 0.3409 -1.5494 -0.3289 0.53 0.58 -0.57
C 0.0399 -6.2335 -0.4854 0.00 -0.02 0.00
C 0.5747 -5.0178 -0.9205 -0.13 -0.03 0.08
N -0.0756 -4.0050 -0.3586 -0.08 -0.24 0.08
N -1.0227 -4.5288 0.4391 -0.11 -0.28 0.06
C -0.9736 -5.8705 0.3801 0.07 -0.06 -0.06
B -1.9454 -3.6504 1.3142 0.29 0.25 -0.19
N -2.7295 -2.6490 0.4256 -0.31 -0.10 0.03
C -4.0600 -2.5926 0.2608 -0.03 0.11 -0.11
C -4.3543 -1.5411 -0.5873 -0.01 -0.03 0.00
C -3.1096 -0.9930 -0.9000 -0.03 -0.11 0.02
N -2.1422 -1.6682 -0.2848 -0.06 -0.02 0.14
N -1.0795 -2.8498 2.3136 -0.08 -0.15 0.26
C -1.2104 -2.7919 3.6477 0.12 0.08 0.04
C -0.2034 -1.9935 4.1569 0.00 -0.03 -0.01
C 0.5226 -1.5856 3.0379 -0.04 0.04 0.02
N -0.0171 -2.1074 1.9391 -0.04 -0.02 0.00
H 0.3487 -7.2263 -0.7599 -0.02 -0.01 0.01
H 1.3881 -4.8254 -1.6022 0.01 -0.01 0.00
H -1.6532 -6.4787 0.9527 -0.03 0.04 0.02
H -2.7165 -4.3430 1.9054 -0.08 -0.04 0.06
H -4.7109 -3.2968 0.7507 0.05 -0.02 0.03
H -5.3231 -1.2214 -0.9277 -0.01 0.00 0.01
H -2.8739 -0.1544 -1.5374 0.04 0.01 0.00
H -2.0084 -3.3141 4.1476 0.00 -0.05 -0.04
H -0.0194 -1.7380 5.1848 -0.01 -0.01 0.01
H 1.3859 -0.9404 2.9682 -0.04 0.08 -0.03
O 1.1071 0.1220 -3.1010 0.26 -0.15 0.18
C 0.0039 0.6311 -3.6985 -0.06 0.66 0.01
C -0.9966 -0.0775 -4.3368 -0.01 -0.27 0.05
C -2.0318 0.6647 -4.8820 0.08 -0.10 0.05
C -2.0561 2.0604 -4.8027 -0.01 0.12 0.00
C -1.0518 2.7570 -4.1599 0.05 0.03 0.00
C -0.0132 2.0245 -3.5880 -0.01 -0.39 -0.17
C 1.1491 2.3468 -2.8439 0.01 -0.01 0.06
N 1.8011 1.2451 -2.5416 -0.88 -0.10 -0.30
N 2.8721 1.1341 -1.8534 0.88 0.06 0.42
C 3.2826 -0.0255 -1.2488 -0.46 -0.21 -0.53
O 2.8564 -1.1613 -1.4914 0.11 0.38 0.11
C 4.3325 0.2107 -0.2250 0.08 0.17 0.25
C 4.8786 -0.8827 0.4408 -0.05 -0.06 -0.11
C 5.7765 -0.6917 1.4762 0.03 0.00 0.04
C 6.1280 0.5945 1.8605 0.01 0.00 0.07
C 5.5871 1.6878 1.2023 0.01 0.05 -0.01
C 4.6944 1.5001 0.1627 -0.03 -0.17 -0.04
H -0.9716 -1.1569 -4.3993 0.01 0.01 -0.02
H -2.8377 0.1452 -5.3824 0.00 0.01 -0.02
H -2.8762 2.5985 -5.2582 0.00 0.01 0.02
H -1.0486 3.8371 -4.1060 -0.10 0.00 0.02
H 1.4942 3.3005 -2.4885 0.16 -0.08 0.10
H 4.5811 -1.8808 0.1457 -0.02 0.03 -0.03
H 6.1922 -1.5447 1.9970 0.00 -0.01 -0.01
H 6.8066 0.7451 2.6905 0.03 -0.01 -0.02
H 5.8406 2.6924 1.5137 0.03 0.00 0.01
H 4.2480 2.3437 -0.3395 -0.01 0.05 0.01
O 1.8081 1.6310 2.3192 -0.07 -0.05 -0.02
C 0.9708 1.4313 1.4485 0.01 0.19 0.04
O 1.0222 0.4988 0.5585 -0.11 -0.02 0.08
C -0.2354 2.3559 1.3542 0.04 -0.24 -0.16
C -1.3723 1.9479 0.6714 0.09 0.08 0.03
C -2.4999 2.7628 0.5595 -0.12 0.10 -0.03
C -2.4230 4.0006 1.1457 0.15 0.05 0.15
O -3.3723 4.9904 1.1739 0.00 -0.17 -0.07
C -2.7999 6.0617 1.9123 -0.18 0.40 0.08
O -1.4976 5.6828 2.3255 0.17 -0.11 0.04
C -1.2931 4.4125 1.8399 -0.18 -0.07 -0.19
C -0.1864 3.6139 1.9657 0.02 0.12 0.12
H -1.3816 0.9644 0.2283 -0.02 -0.04 -0.04
H -3.3930 2.4412 0.0403 0.00 -0.01 0.00
H -3.4200 6.2779 2.7883 0.05 -0.12 -0.01
H -2.7413 6.9540 1.2797 0.05 -0.10 -0.03
H 0.6939 3.9187 2.5144 0.01 -0.03 0.00
```
Forces are in eV/Å.

Calculated values
Electronic energy in eV: -62682.61826
Lowest unoccupied orbital energy in Ha: -0.0183
2S+1: 1
Kohn-Sham gap in Ha: 0.270
Energy relative to the best compared isomer or geometry (same formula, charge and spin) in kcal/mol: 0.0
Highest occupied orbital energy in eV: -7.842


Record 6
# Cl4Mg

A molecular structure, Cl4Mg at a distorted geometry (ωB97M-V with the def2-TZVPD basis set, OMol25).

```
5
Properties=species:S:1:pos:R:3:forces:R:3
Mg 0.0357 -0.0352 -0.0335 -3.89 0.91 -2.35
Cl -0.8509 -1.3194 0.8612 -6.97 -10.69 7.21
Cl 1.3090 -0.6725 -1.0766 11.46 -6.06 -10.05
Cl -1.3182 0.9604 -0.8642 -7.74 5.81 -5.38
Cl 0.8244 1.0666 1.1131 7.14 10.03 10.57
```
Forces are in eV/Å.

Calculated values
Electronic energy in eV: -55531.96874
Lowest unoccupied orbital energy in Ha: 0.2461
Total charge: -2
2S+1: 1
Kohn-Sham gap in Ha: 0.269
Energy relative to the best compared isomer or geometry (same formula, charge and spin) in kcal/mol: 263.7
Highest occupied orbital energy in eV: -0.610


What is the formula in the second record?
C2H8NS


Which value of electronic energy does entry 1 give?
-73328.55816 eV


What is the formula in the second record?
C2H8NS